1.
The following is a quantum chemistry calculation of the molecule C24H26N4O5S at a distorted geometry, from the OMol25 dataset.

The geometry in XYZ format:
```
60
Properties=species:S:1:pos:R:3
O 0.506 -3.591 -2.394
C 0.271 -2.574 -1.781
N -0.713 -2.543 -0.830
C -1.134 -1.412 -0.110
C -0.184 -0.607 0.501
C -0.542 0.616 1.032
C -1.856 1.034 1.009
C -2.825 0.199 0.483
C -2.497 -1.032 -0.089
N -3.423 -1.862 -0.707
C -3.614 -3.214 -0.190
H -3.443 -3.943 -0.991
H -2.922 -3.412 0.630
C -5.084 -3.301 0.290
H -5.143 -3.585 1.339
H -5.625 -4.045 -0.293
C -5.661 -1.904 0.042
H -5.566 -1.286 0.936
H -6.706 -1.930 -0.256
C -4.744 -1.375 -1.060
H -5.013 -1.839 -2.016
H -4.759 -0.296 -1.188
H -3.853 0.524 0.507
H -2.107 1.997 1.423
S 0.763 1.709 1.566
O 0.205 2.689 2.459
O 1.434 2.188 0.390
N 1.781 0.632 2.345
C 3.207 0.796 2.128
H 3.362 1.053 1.082
C 3.765 1.884 3.044
H 4.852 1.940 2.969
O 3.477 1.600 4.398
C 2.086 1.518 4.617
H 1.959 1.288 5.677
C 1.451 0.430 3.744
H 0.365 0.455 3.836
H 1.825 -0.556 4.037
H 1.606 2.479 4.385
H 3.322 2.851 2.760
H 3.689 -0.163 2.343
H 0.849 -0.907 0.541
H -1.289 -3.373 -0.809
C 1.010 -1.284 -1.969
C 2.317 -1.212 -1.634
C 3.040 0.050 -1.614
O 4.185 0.190 -1.227
N 2.302 1.132 -2.039
C 0.994 1.105 -2.416
C 0.330 2.280 -2.783
C -0.984 2.231 -3.182
C -1.660 1.013 -3.246
C -1.025 -0.149 -2.879
C 0.303 -0.122 -2.436
H -1.545 -1.093 -2.939
H -2.685 0.985 -3.586
H -1.495 3.141 -3.459
H 0.861 3.218 -2.737
H 2.739 2.038 -1.914
H 2.856 -2.080 -1.284
```

The value obtained for the largest force on an atom is 1.1 eV Å⁻¹. For the LUMO energy, the calculation gives -0.10 eV. As for the SMILES: O=C(Nc1cc(S(=O)(=O)N2CCOCC2)ccc1N1CCCC1)c1cc(=O)[nH]c2ccccc12. The HOMO energy is -8.44 eV.

2.
The following is a quantum chemistry calculation of a structure of composition H22NaO15S at a distorted geometry, from the OMol25 dataset.

The geometry in XYZ format:
```
39
Properties=species:S:1:pos:R:3
Na -1.318 -1.457 -3.341
S -0.047 -0.139 -0.321
O 1.062 0.727 -0.003
O 0.286 -1.493 0.148
O -1.295 0.310 0.303
O -0.266 -0.193 -1.768
O 0.961 3.478 -0.045
H 0.850 2.514 -0.136
H 0.336 3.722 0.647
O -3.945 -0.638 0.705
H -3.053 -0.256 0.744
H -3.872 -1.456 1.207
O -0.756 -0.669 2.976
H -0.926 -1.056 2.110
H -0.453 0.226 2.783
O 3.097 1.261 -1.868
H 2.327 1.066 -1.302
H 3.757 0.612 -1.610
O -0.389 -3.224 -1.875
H 0.258 -2.907 -1.225
H -1.086 -3.617 -1.337
O 2.661 -2.217 1.266
H 2.747 -1.355 1.697
H 1.839 -2.143 0.745
O -1.492 2.427 1.980
H -2.381 2.250 2.297
H -1.343 1.753 1.281
O 0.808 1.331 -3.855
H 1.729 1.350 -3.562
H 0.343 0.849 -3.150
O -2.829 2.222 -1.091
H -2.380 1.452 -0.698
H -2.145 2.654 -1.612
O -1.114 -3.588 1.277
H -0.737 -2.782 0.878
H -0.362 -4.019 1.695
O 3.071 0.968 1.747
H 3.794 1.074 1.124
H 2.263 0.964 1.187
```

The value obtained for the largest force on an atom is 1.7 eV Å⁻¹. For the LUMO energy, the calculation gives 0.91 eV. The HOMO energy is -7.52 eV. The net charge is -1.

Across the entries above, relative energy (zero: lowest compared OMol25 entry of this formula, charge and spin) takes the values 1.325; 0.000 eV, respectively.
Across the entries above, HOMO-LUMO gap takes the values 8.34; 8.43 eV, respectively.
Across the entries above, DFT total energy takes the values -1923.59281; -1702.51927 hartree, respectively.